C6H15NO3 | ωB97M-V/def2-TZVPD

energy above the lowest of the compared OMol25 structures with the same formula, charge and spin = 0.609 eV
SMILES string = CC(C)(N)C(=O)O.CCO
LUMO level = 0.0230 hartree
gap between HOMO and LUMO = 10.2 eV
net charge = 0
DFT total energy = -14098.1601 eV

Last column: Löwdin charge in e.
Atoms and positions in Å:
C: 0.720 0.488 1.550  -0.0150
C: 1.401 0.335 0.184  -0.5430
C: 1.098 1.543 -0.705  -0.0209
N: 2.831 0.103 0.418  0.0802
C: 0.915 -0.954 -0.504  -0.4780
O: 0.511 -0.981 -1.646  0.0947
O: 1.225 -2.074 0.156  0.1267
H: -0.359 0.534 1.436  0.0731
H: 1.053 1.411 2.020  0.0899
H: 0.969 -0.342 2.209  0.0863
H: 1.574 1.427 -1.676  0.0887
H: 0.028 1.636 -0.865  0.0762
H: 1.467 2.455 -0.241  0.0866
H: 3.234 0.868 0.947  0.0907
H: 3.328 0.045 -0.464  0.0981
H: 1.838 -1.863 0.880  0.1099
C: -2.843 0.244 0.044  -0.0857
C: -2.328 -1.125 -0.402  -0.3380
O: -2.154 -1.212 -1.780  -0.0833
H: -3.797 0.450 -0.440  0.0742
H: -2.980 0.267 1.121  0.0681
H: -2.148 1.027 -0.244  0.0512
H: -3.042 -1.903 -0.106  0.1151
H: -1.344 -1.329 0.099  0.0949
H: -1.198 -1.050 -1.992  0.0591

Atoms 1-3, force components in eV/Å:
0.1 0.0 -0.2
-0.4 0.3 0.2
0.1 -0.3 0.1

---

C6H15NO3 | ωB97M-V/def2-TZVPD

energy above the lowest of the compared OMol25 structures with the same formula, charge and spin = 0.000 eV
⟨S²⟩ = 0.765
LUMO level (spin up / spin down) = -0.1299 / -0.2660 hartree
gap between HOMO and LUMO (spin up / spin down) = 10.7 / 7.4 eV
net charge = +1
multiplicity = 2
DFT total energy = -14089.9593 eV

Last column: Mulliken spin population.
Atoms and positions in Å:
C: -1.196 -1.065 -0.236  -0.0067
C: -1.185 -0.959 -1.615  0.3488
N: -0.536 0.220 -1.956  -0.0512
C: -0.007 0.763 -0.835  0.2989
C: -0.459 -0.030 0.311  0.2756
C: -0.012 0.194 1.699  0.0096
C: 0.729 2.035 -0.893  0.0348
H: -1.903 -1.628 0.359  0.0031
H: -1.516 -1.585 -2.428  -0.0015
H: -0.479 0.517 -2.913  0.0001
H: -0.003 1.252 1.964  0.0059
H: -0.608 -0.308 2.460  0.0032
H: 1.032 -0.131 1.850  0.0176
H: 0.885 2.282 -1.942  0.0010
H: 1.680 1.921 -0.360  0.0178
H: 0.246 2.887 -0.408  0.0198
H: -1.974 1.626 0.371  0.0135
H: -2.896 1.854 1.576  -0.0017
O: -2.599 2.249 0.750  0.0105
H: 0.835 -2.958 0.911  0.0003
H: 0.655 -3.367 -0.506  -0.0001
O: 1.354 -3.105 0.104  -0.0006
H: 2.777 -1.375 1.134  0.0000
H: 2.390 -0.783 -0.116  -0.0017
O: 2.789 -0.504 0.718  0.0031

Atoms 1-3, force components in eV/Å:
-1.0 0.2 1.0
0.1 0.9 -0.7
0.1 -1.3 1.1

---

C6H15NO4 | ωB97M-V/def2-TZVPD

energy above the lowest of the compared OMol25 structures with the same formula, charge and spin = 5.179 eV
SMILES string = C=N/C=C/CCC=O.O.O.O
LUMO level = 0.0212 hartree
gap between HOMO and LUMO = 8.8 eV
net charge = 0
DFT total energy = -16139.5922 eV

Last column: Löwdin charge in e.
Atoms and positions in Å:
C: -1.416 -3.171 1.759  -0.0144
N: -1.804 -2.201 0.922  -0.0141
C: -1.567 -0.842 1.119  -0.2192
C: -0.477 -0.345 1.632  -0.1457
C: 0.077 0.996 1.385  -0.1942
C: 1.539 1.040 1.789  -0.1851
C: 2.568 0.903 0.653  -0.2172
O: 2.798 -0.264 0.425  0.0161
H: -1.174 -4.156 1.247  0.0825
H: -1.157 -3.050 2.767  0.0396
H: -2.458 -0.291 0.667  0.1354
H: 0.089 -1.071 2.221  0.1078
H: -0.252 1.096 0.212  0.1747
H: -0.407 1.800 1.896  0.0954
H: 1.661 0.197 2.453  0.0955
H: 1.787 1.809 2.476  0.0908
H: 3.090 1.965 0.179  0.1825
O: 2.646 -0.162 -2.376  -0.1241
H: 2.239 -0.712 -3.079  0.0375
H: 2.731 -0.873 -1.639  0.0621
O: -3.615 0.114 -2.341  0.0732
H: -4.280 0.508 -2.582  -0.1203
H: -2.838 -0.272 -2.690  0.0434
O: -0.126 2.085 -2.904  -0.0084
H: 0.527 1.992 -3.613  0.0493
H: -0.180 2.904 -2.576  -0.0432

Atoms 1-3, force components in eV/Å:
-0.8 1.7 -5.0
2.0 -3.7 2.6
-4.2 -0.1 -0.9

---

C6H15NO4P | ωB97M-V/def2-TZVPD

energy above the lowest of the compared OMol25 structures with the same formula, charge and spin = 5.245 eV
LUMO level = 0.1263 hartree
gap between HOMO and LUMO = 7.3 eV
net charge = -1
DFT total energy = -25433.3528 eV

Last column: Löwdin charge in e.
Atoms and positions in Å:
C: -1.340 1.587 2.528  -0.0774
C: 0.375 2.116 0.801  -0.0837
C: -0.077 -0.472 -2.516  -0.0788
C: -0.087 -2.516 -0.758  -0.1034
C: -0.381 1.014 1.446  -0.7399
C: 0.247 -1.090 -1.107  -0.4899
N: 2.656 -1.124 -1.258  0.0527
O: -2.291 -0.860 1.041  -0.3934
O: -2.161 1.050 -0.689  -0.3802
O: 0.442 0.049 2.019  -0.0456
O: 1.462 -0.603 -0.636  -0.2745
P: -1.441 0.134 0.251  0.5587
H: -2.260 2.073 2.040  0.0968
H: -1.563 0.755 3.293  0.0965
H: -0.707 2.419 3.065  0.0937
H: 0.649 1.807 -0.194  0.0560
H: 1.294 2.392 1.429  0.1193
H: -0.336 2.831 0.564  0.0493
H: -1.126 -0.165 -2.307  0.0342
H: -0.279 -1.172 -3.351  0.0594
H: 0.584 0.421 -2.660  0.0843
H: 0.120 -3.209 -1.541  0.0340
H: 0.437 -2.866 0.169  0.0849
H: -1.274 -2.499 -0.535  0.1054
H: 3.042 -0.516 -1.940  0.0444
H: 3.284 -1.060 -0.468  0.0700
H: 0.732 -0.497 1.314  0.0272

Atoms 1-3, force components in eV/Å:
0.8 0.6 1.1
2.1 -0.8 0.1
-1.5 -0.7 1.7

---

C6H15NS | ωB97M-V/def2-TZVPD

energy above the lowest of the compared OMol25 structures with the same formula, charge and spin = 1.069 eV
⟨S²⟩ = 0.751
LUMO level (spin up / spin down) = 0.1200 / 0.1175 hartree
gap between HOMO and LUMO (spin up / spin down) = 2.2 / 8.3 eV
net charge = -1
multiplicity = 2
DFT total energy = -18788.6155 eV

Last column: Mulliken spin population.
Atoms and positions in Å:
C: 0.226 -0.113 0.811  -0.0465
N: 1.060 0.646 -0.185  -0.2641
C: 0.607 2.036 -0.182  0.5250
C: 1.191 2.769 -1.410  1.1302
S: 0.202 4.175 -1.945  0.0712
C: 0.553 -1.560 0.984  -0.0328
C: -1.929 -2.483 0.861  0.1783
C: -0.496 -2.519 0.374  0.2193
H: 0.245 0.515 1.699  0.0247
H: -0.837 -0.028 0.499  0.0736
H: 0.812 0.207 -1.068  -0.0340
H: -0.496 2.045 -0.169  0.0188
H: 1.071 2.601 0.648  -0.0002
H: 2.228 3.027 -1.178  -0.1220
H: 1.224 2.146 -2.317  -0.2668
H: -0.515 3.491 -2.870  -0.1832
H: 0.621 -1.845 2.034  0.0181
H: 1.531 -1.659 0.490  -0.0108
H: -2.511 -3.208 0.266  -0.0373
H: -2.035 -2.679 1.940  -0.0321
H: -2.226 -1.450 0.750  -0.0699
H: -0.090 -3.516 0.679  0.0202
H: -0.439 -2.597 -0.711  -0.1797

Atoms 1-3, force components in eV/Å:
-0.8 2.1 -0.6
-0.4 -1.2 1.2
0.6 0.1 -1.1

---

C6H15NS | ωB97M-V/def2-TZVPD

energy above the lowest of the compared OMol25 structures with the same formula, charge and spin = 0.353 eV
SMILES string = CC(C)CNCCS
LUMO level = 0.0377 hartree
gap between HOMO and LUMO = 9.5 eV
net charge = 0
DFT total energy = -18790.2361 eV

Last column: Löwdin charge in e.
Atoms and positions in Å:
C: -0.934 2.439 -1.626  -0.0895
C: -0.518 1.679 -0.373  -0.4094
C: 0.843 2.192 0.125  -0.0882
C: -0.382 0.199 -0.748  -0.2440
N: -0.043 -0.605 0.403  -0.0822
C: 0.258 -2.012 0.224  -0.3007
C: -0.299 -2.847 1.372  -0.5391
S: 0.929 -3.239 2.677  0.6646
H: -0.086 2.644 -2.273  0.0763
H: -1.423 3.396 -1.455  0.0764
H: -1.587 1.842 -2.265  0.0712
H: -1.231 1.751 0.447  0.1329
H: 0.898 3.278 0.007  0.0753
H: 0.950 2.060 1.206  0.0711
H: 1.706 1.753 -0.368  0.0811
H: -1.301 -0.214 -1.176  0.1196
H: 0.387 0.142 -1.539  0.1226
H: 0.576 -0.195 1.082  0.1022
H: 1.336 -2.149 0.096  0.1023
H: -0.209 -2.346 -0.677  0.1027
H: -0.733 -3.786 1.043  0.0559
H: -1.069 -2.316 1.920  0.0603
H: 1.932 -3.664 1.898  -0.1613

Atoms 1-3, force components in eV/Å:
-0.3 0.0 -0.5
0.7 -0.5 -0.5
-0.4 0.7 0.8

---

C6H15NS | ωB97M-V/def2-TZVPD

energy above the lowest of the compared OMol25 structures with the same formula, charge and spin = 4.242 eV
LUMO level = -0.1026 hartree
gap between HOMO and LUMO = 5.1 eV
net charge = 0
DFT total energy = -18786.3475 eV

Last column: Löwdin charge in e.
Atoms and positions in Å:
C: 0.534 -0.210 -1.413  -0.1877
C: 1.799 -0.352 -0.576  -0.2227
C: 1.912 -1.704 0.134  -0.1351
S: 0.103 -2.916 2.104  0.2061
C: -0.743 -0.278 -0.588  -0.2230
N: -1.009 0.939 0.138  -0.2837
C: -1.097 0.899 1.581  -0.1018
C: -1.700 2.031 -0.505  -0.0958
H: 0.495 -0.927 -2.238  0.1138
H: 0.587 0.783 -1.865  0.1022
H: 2.709 -0.297 -1.176  0.1150
H: 1.909 0.387 0.220  0.1131
H: 1.873 -2.553 -0.546  0.0918
H: 1.219 -1.936 0.986  -0.1806
H: 2.846 -1.726 0.702  0.0902
H: -0.651 -1.072 0.158  0.0446
H: -1.636 -0.585 -1.154  0.1219
H: -1.225 -0.126 1.951  0.0438
H: -0.202 1.287 2.077  0.0777
H: -2.006 1.373 1.961  0.0773
H: -1.104 2.422 -1.333  0.0746
H: -1.902 2.808 0.231  0.0763
H: -2.712 1.754 -0.849  0.0820

Atoms 1-3, force components in eV/Å:
0.0 0.7 -0.2
-0.4 -1.1 1.0
1.3 -0.3 -0.4

---

C6H15NS | ωB97M-V/def2-TZVPD

energy above the lowest of the compared OMol25 structures with the same formula, charge and spin = 1.769 eV
SMILES string = CCN[C@H](C)CCS
LUMO level = 0.0351 hartree
gap between HOMO and LUMO = 9.7 eV
net charge = 0
DFT total energy = -18788.8205 eV

Last column: Löwdin charge in e.
Atoms and positions in Å:
C: 1.854 -0.865 2.903  -0.0927
C: 0.582 -0.420 2.098  -0.2596
N: 0.284 -1.516 1.083  -0.0621
C: -0.758 -1.017 0.149  -0.4177
C: -1.462 -2.237 -0.390  -0.0775
C: -0.201 -0.117 -1.019  -0.2298
C: 0.086 1.325 -0.636  -0.5266
S: -0.182 2.454 -2.126  0.6734
H: 1.786 -0.607 3.926  0.0457
H: 2.665 -0.603 2.292  0.0398
H: 1.914 -2.022 2.958  0.0998
H: 0.592 0.686 1.805  0.1077
H: -0.315 -0.564 2.725  0.1018
H: 1.198 -1.881 0.718  0.1219
H: -1.593 -0.629 0.721  0.1309
H: -1.128 -2.399 -1.340  0.0312
H: -1.392 -3.101 0.239  0.0752
H: -2.522 -1.971 -0.620  0.0961
H: 0.715 -0.685 -1.227  0.1147
H: -0.902 -0.130 -1.874  0.0934
H: -0.417 1.632 0.202  0.0250
H: 1.204 1.351 -0.543  0.0809
H: -1.488 2.256 -2.172  -0.1716

Atoms 1-3, force components in eV/Å:
-2.3 -2.6 -1.3
-0.5 -1.7 1.0
0.9 2.4 0.6

---

C6H15O2 | ωB97M-V/def2-TZVPD

energy above the lowest of the compared OMol25 structures with the same formula, charge and spin = 2.568 eV
LUMO level = 0.1324 hartree
gap between HOMO and LUMO = 6.0 eV
net charge = -1
DFT total energy = -10558.0781 eV

Last column: Löwdin charge in e.
Atoms and positions in Å:
C: -1.303 1.974 -0.690  -0.5373
O: -0.459 2.951 -1.012  -0.3495
C: -0.944 0.366 -1.049  -0.1341
C: -0.392 -0.343 0.293  -0.4172
C: -0.528 -1.861 0.314  -0.1054
C: 1.038 0.258 0.657  -0.2213
C: 1.193 0.129 2.163  -0.1406
H: -1.689 1.786 0.466  0.0812
H: -2.308 2.277 -1.000  0.0410
H: -1.922 -0.228 -1.236  0.1079
H: -0.448 0.361 -1.928  0.0103
H: -1.114 0.036 1.038  0.0884
H: 0.155 -2.155 1.096  0.0431
H: -1.607 -2.117 0.584  0.0880
H: -0.305 -2.345 -0.733  0.0949
H: 1.103 1.409 0.373  0.1442
H: 1.792 -0.262 0.151  0.0628
H: 1.384 -0.893 2.414  0.0336
H: 0.252 0.278 2.649  0.0581
H: 2.136 0.675 2.537  0.0946
H: 1.210 -0.044 -2.655  -0.0156
H: 1.260 -1.322 -1.748  0.0668
O: 1.498 -0.929 -2.685  -0.0938

Atoms 1-3, force components in eV/Å:
-0.8 -0.7 1.3
0.5 -1.2 0.5
-3.9 0.4 4.5

---

C6H15O4 | ωB97M-V/def2-TZVPD

energy above the lowest of the compared OMol25 structures with the same formula, charge and spin = 0.000 eV
LUMO level = 0.1279 hartree
gap between HOMO and LUMO = 8.0 eV
net charge = -1
DFT total energy = -14657.0442 eV

Last column: Löwdin charge in e.
Atoms and positions in Å:
O: -0.654 0.301 -2.565  -0.0520
C: -0.606 -0.879 -2.152  -0.7521
O: -0.228 -1.860 -2.858  -0.1061
C: -1.040 -1.157 -0.720  -0.1346
C: -1.636 -0.034 0.127  -0.1844
C: -0.580 0.974 0.749  -0.3917
C: 0.055 0.248 1.970  -0.0852
C: -1.392 2.180 1.264  -0.0995
H: -1.680 -2.041 -0.670  0.1061
H: -0.070 -1.475 -0.314  0.0973
H: -2.085 0.673 -0.578  0.1042
H: -2.184 -0.388 0.990  0.0933
H: 0.172 1.234 0.012  0.1312
H: 0.367 0.879 2.800  0.0627
H: 0.842 -0.327 1.487  0.0510
H: -0.636 -0.508 2.351  0.0677
H: -2.291 1.896 1.814  0.0718
H: -0.696 2.644 1.977  0.0594
H: -1.644 2.954 0.540  0.0688
H: 1.977 -0.836 -2.844  0.0242
H: 1.473 -1.769 -1.815  0.0215
O: 2.278 -1.286 -2.078  -0.0648
H: 3.384 -0.740 -0.596  0.0119
H: 3.250 -0.541 0.946  -0.0031
O: 3.622 -0.144 0.163  -0.0976

Atoms 1-3, force components in eV/Å:
0.0 0.1 0.6
-0.9 0.8 -1.9
0.0 -0.2 1.0

---

Number 7 is which compound?
C6H15NS